C8H24CuO8 | ωB97M-V/def2-TZVPD

```
41
Properties=species:S:1:pos:R:3:forces:R:3:mulliken_charge:R:1
Cu -10.4503 0.4668 18.0296 0.19 -0.15 0.05 0.65
C -8.9442 3.0448 18.7494 1.37 0.48 0.27 -0.66
C -9.7992 3.0224 19.9673 -0.04 0.02 0.61 -0.35
O -11.0271 2.4430 19.5750 -0.53 -0.30 0.07 -0.38
O -8.4664 1.7396 18.4183 -0.64 -0.11 -0.52 -0.32
H -8.0965 3.7154 18.9376 -0.01 -0.09 -0.09 0.40
H -9.4594 3.4354 17.8777 -0.25 -0.13 -0.05 0.25
H -9.9117 4.0177 20.4142 -0.20 0.02 -0.34 0.41
H -9.3102 2.4162 20.7435 0.01 -0.06 -0.11 0.30
H -11.6130 2.3479 20.3356 0.04 0.00 -0.10 0.23
H -7.8265 1.4359 19.0690 -0.03 0.06 0.11 0.22
C -7.4986 -0.8204 16.4382 -0.13 -0.10 0.78 -0.56
C -6.1719 -0.4406 17.0827 -0.03 0.09 0.23 -0.12
O -5.3939 -1.5302 17.5598 -0.32 -0.01 -0.22 -0.52
O -8.5698 -1.0278 17.4204 0.60 0.12 -0.29 -0.37
H -7.3858 -1.7557 15.8912 0.04 0.15 -0.35 0.41
H -7.8302 -0.0089 15.7978 -0.12 -0.07 -0.09 0.30
H -6.3604 0.2677 17.8994 -0.07 -0.01 -0.08 0.03
H -5.5504 0.0852 16.3582 0.01 -0.12 -0.09 0.37
H -5.9584 -2.1392 18.0464 0.12 0.03 0.10 0.29
H -8.3989 -1.8892 17.8141 -0.27 0.00 -0.01 0.25
C -13.2987 1.1265 16.7167 -0.51 -0.28 0.08 -0.41
C -12.3466 2.2358 16.3901 -0.31 0.41 -0.65 -0.47
O -11.1098 1.5982 16.1196 0.73 -0.29 0.19 -0.46
O -12.7404 0.3207 17.7703 -0.07 0.31 0.03 -0.41
H -13.4480 0.5053 15.8271 0.17 0.04 0.05 0.33
H -14.2832 1.5210 16.9939 0.20 0.06 0.16 0.37
H -12.2497 3.0097 17.1538 0.04 -0.30 0.32 0.22
H -12.7325 2.7409 15.4967 0.07 -0.10 0.01 0.43
H -10.5360 2.1050 15.5374 -0.15 0.15 0.06 0.28
H -13.3578 -0.3931 17.9594 0.14 -0.07 0.00 0.26
C -11.0999 -0.6991 22.0223 0.60 -0.69 0.39 -0.17
C -11.5758 -1.3154 20.7213 -0.28 -0.03 0.11 -0.47
O -10.5841 -1.3213 19.6890 -0.03 0.38 -0.15 -0.38
O -10.0809 -1.4562 22.7206 -0.69 0.29 -0.59 -0.49
H -11.9463 -0.6939 22.7104 0.01 0.24 -0.03 0.34
H -10.7418 0.3234 21.8475 -0.07 -0.06 0.00 0.07
H -12.4127 -0.7194 20.3421 0.22 0.07 -0.01 0.24
H -11.9769 -2.3217 20.8741 0.23 -0.04 0.10 0.36
H -9.9269 -2.0022 19.8553 -0.08 -0.07 0.04 0.26
H -9.4488 -1.8247 22.0955 0.05 0.17 0.02 0.28
```
Forces are in eV/Å.

The value obtained for the calculated total energy is -2561.3288 Ha. The charge is +1. The value obtained for the energy above the lowest of the compared OMol25 structures with the same formula, charge and spin is 2.80 kJ/mol. As for the spin multiplicity: 1. The value obtained for the HOMO energy is -11.8 eV.